Entry 1:
The following is a quantum chemistry calculation of 3 unconnected molecules or ions with the total composition C22H39BClN4O5 at a distorted geometry, from the Open Molecules 2025 dataset.

Geometry as XYZ:
```
72
Properties=species:S:1:pos:R:3:lowdin_charge:R:1
C -5.868 -2.911 1.381 -0.13
C -5.199 -3.266 -0.110 -0.26
C -4.797 -1.841 -0.814 -0.52
Cl -6.328 -1.260 -1.759 0.58
C -3.508 -1.903 -1.825 -0.02
N -2.797 -0.872 -2.453 0.03
C -3.225 0.555 -2.184 -0.12
C -4.217 1.208 -3.316 -0.08
C -3.371 2.409 -4.062 -0.31
N -2.727 3.555 -3.253 0.07
O -3.182 2.464 -5.388 -0.03
C -1.598 -1.288 -3.331 -0.20
C -0.229 -0.385 -3.264 -0.07
C 0.412 -0.211 -1.765 -0.18
O 0.782 -1.481 -1.105 -0.13
C 1.664 -1.191 0.040 -0.28
C 0.948 -0.422 1.334 -0.03
O 2.974 -1.465 0.078 0.00
B -1.859 -1.352 -4.983 -0.39
O -3.082 -0.823 -5.648 0.05
O -0.830 -1.938 -5.913 0.06
C -1.429 -2.921 -3.007 -0.07
C -2.821 -3.334 -2.240 -0.06
H -6.561 -3.777 1.778 0.10
H -4.998 -2.707 2.173 0.10
H -6.487 -1.921 1.316 0.08
H -6.063 -3.834 -0.698 0.12
H -4.309 -4.009 0.057 0.11
H -4.674 -1.038 0.060 0.13
H -2.228 1.210 -2.148 0.12
H -3.739 0.721 -1.133 0.15
H -4.715 0.437 -4.045 0.13
H -5.115 1.728 -2.729 0.14
H -3.084 3.418 -2.260 0.08
H -1.684 3.355 -3.184 0.10
H -0.450 0.709 -3.690 0.15
H 0.614 -0.821 -3.988 0.16
H 1.430 0.399 -1.889 0.16
H -0.265 0.466 -1.066 0.12
H -0.215 -0.391 1.157 0.08
H 1.314 0.702 1.323 0.11
H 1.200 -0.949 2.365 0.06
H -2.739 -0.264 -6.429 0.14
H -0.083 -2.353 -5.388 0.11
H -0.398 -3.283 -2.584 0.14
H -1.509 -3.578 -4.000 0.14
H -3.483 -4.210 -2.648 0.16
H -2.404 -3.721 -1.191 0.14
C 4.335 -1.181 6.202 -0.11
C 4.631 -0.994 4.720 -0.27
C 3.906 0.208 4.114 -0.21
C 2.443 0.056 4.159 -0.22
N 1.292 -0.066 4.207 0.14
H 3.271 -1.371 6.378 0.07
H 4.893 -2.037 6.595 0.08
H 4.624 -0.294 6.774 0.08
H 4.362 -1.909 4.179 0.11
H 5.711 -0.855 4.594 0.10
H 4.223 0.325 3.072 0.11
H 4.201 1.123 4.640 0.08
C 4.197 3.900 1.820 -0.11
C 4.925 4.845 2.767 -0.26
C 6.319 4.347 3.150 -0.18
C 6.272 3.078 3.894 -0.18
N 6.228 2.074 4.470 0.17
H 4.034 2.919 2.278 0.06
H 3.217 4.309 1.557 0.07
H 4.766 3.757 0.896 0.08
H 4.317 4.994 3.667 0.12
H 5.021 5.823 2.281 0.11
H 6.810 5.108 3.768 0.12
H 6.931 4.227 2.249 0.13
```

Values from the calculation:
Charge = +1

Entry 2:
The following is a quantum chemistry calculation of 10 unconnected molecules or ions with the total composition C22H39Cl9N2O15 at a distorted geometry, from the Open Molecules 2025 dataset.

Geometry as XYZ:
```
87
Properties=species:S:1:pos:R:3:lowdin_charge:R:1
C 3.269 8.264 -20.185 -0.09
O 3.422 7.727 -21.479 0.04
C 2.385 7.732 -22.287 -0.62
O 1.265 8.077 -22.027 0.10
O 2.795 7.298 -23.467 0.02
C 1.791 7.075 -24.424 -0.06
H 2.809 9.252 -20.148 0.06
H 4.268 8.425 -19.772 0.09
H 2.798 7.641 -19.427 0.06
H 1.085 6.308 -24.115 0.09
H 2.292 6.719 -25.325 0.10
H 1.295 7.979 -24.776 0.06
C -5.396 7.452 -21.945 0.00
O -4.789 8.439 -21.096 -0.01
C -4.616 9.687 -21.474 -0.63
O -3.912 10.452 -20.868 0.11
O -5.338 10.003 -22.544 -0.01
C -5.139 11.237 -23.204 -0.04
H -4.793 7.364 -22.845 0.10
H -6.420 7.743 -22.184 0.10
H -5.471 6.546 -21.352 0.09
H -4.130 11.385 -23.580 0.05
H -5.408 12.048 -22.523 0.10
H -5.822 11.437 -24.028 0.10
C -3.005 17.703 -18.994 -0.05
O -2.584 16.504 -19.619 0.00
C -1.740 15.726 -18.942 -0.63
O -1.235 16.073 -17.899 0.12
O -1.647 14.557 -19.517 0.02
C -0.825 13.556 -18.909 -0.02
H -3.592 17.458 -18.106 0.10
H -3.693 18.203 -19.670 0.09
H -2.171 18.334 -18.698 0.10
H -1.110 12.650 -19.440 0.08
H -1.049 13.427 -17.853 0.10
H 0.225 13.762 -19.100 0.06
C -1.705 5.854 -22.380 -0.06
O -2.837 5.444 -21.626 -0.01
C -2.777 5.547 -20.308 -0.61
O -2.055 6.272 -19.681 0.12
O -3.663 4.710 -19.781 0.01
C -3.798 4.651 -18.370 -0.05
H -1.524 6.912 -22.206 0.02
H -1.840 5.589 -23.425 0.09
H -0.818 5.309 -22.043 0.11
H -3.962 3.615 -18.061 0.10
H -4.668 5.237 -18.087 0.09
H -2.872 4.840 -17.830 0.05
C -5.200 10.803 -14.877 -0.05
O -3.982 11.156 -15.508 0.02
C -3.544 10.457 -16.551 -0.62
O -2.482 10.612 -17.062 0.12
O -4.491 9.601 -16.932 -0.03
C -4.318 8.747 -18.040 -0.03
H -6.057 10.925 -15.542 0.10
H -5.416 11.393 -13.991 0.09
H -5.154 9.746 -14.610 0.10
H -3.990 9.287 -18.924 0.07
H -5.271 8.319 -18.341 0.10
H -3.615 7.944 -17.823 0.05
Cl 1.449 11.820 -21.527 0.52
C 2.385 13.329 -21.747 -1.50
Cl 2.934 13.947 -20.210 0.56
Cl 1.325 14.532 -22.520 0.52
H 3.262 13.075 -22.329 0.02
Cl -0.204 5.844 -16.393 0.54
C -1.440 7.111 -16.300 -1.55
Cl -0.864 8.437 -15.322 0.61
Cl -2.895 6.448 -15.584 0.58
H -1.607 7.445 -17.321 -0.02
Cl -0.847 10.856 -25.810 0.53
C -0.672 10.217 -24.165 -1.51
Cl -1.415 8.623 -24.055 0.60
Cl -1.448 11.345 -23.058 0.57
H 0.376 10.120 -23.905 -0.01
C 2.525 8.895 -16.682 -0.09
C 3.327 9.762 -17.531 -0.28
N 3.981 10.437 -18.187 0.15
H 1.463 9.097 -16.807 0.02
H 2.771 9.124 -15.645 0.09
H 2.714 7.862 -16.969 0.07
C -0.882 9.358 -19.885 -0.04
C 0.042 8.454 -19.177 -0.22
N 0.766 7.751 -18.634 0.15
H -1.293 10.014 -19.120 0.06
H -1.657 8.812 -20.415 0.07
H -0.372 9.986 -20.614 0.01
```

Values from the calculation:
SMILES string = COC(=O)OC.COC(=O)OC.COC(=O)OC.COC(=O)OC.COC(=O)OC.ClC(Cl)Cl.ClC(Cl)Cl.ClC(Cl)Cl.CC#N.CC#N

Entry 3:
The following is a quantum chemistry calculation of a molecular structure, C22H39F7LiO18P at a distorted geometry, from the Open Molecules 2025 dataset.

Geometry as XYZ:
```
88
Properties=species:S:1:pos:R:3:lowdin_charge:R:1
Li 5.138 -7.246 8.700 0.64
P 7.384 -8.471 7.772 0.18
F 6.321 -8.989 8.944 -0.21
F 7.421 -7.004 8.474 -0.17
F 8.705 -8.837 8.601 -0.12
F 8.246 -7.883 6.580 -0.10
F 7.336 -9.942 7.169 -0.11
F 5.990 -8.086 7.002 -0.17
C 7.783 -12.369 8.975 -0.11
C 6.721 -13.480 9.099 -0.08
O 7.392 -14.493 9.874 0.06
C 8.714 -14.221 9.936 -0.59
O 9.533 -14.966 10.342 0.17
O 8.973 -12.962 9.510 0.06
H 7.597 -11.468 9.558 0.12
H 7.903 -12.079 7.935 0.09
H 6.491 -13.936 8.141 0.12
H 5.865 -13.126 9.665 0.12
C 8.679 -8.357 12.512 -0.05
C 7.458 -7.993 11.722 -0.22
O 6.685 -7.029 12.439 0.08
C 5.618 -6.573 11.825 -0.59
O 5.250 -6.904 10.720 0.06
O 5.016 -5.691 12.613 0.04
C 3.916 -4.969 12.087 -0.03
H 9.315 -7.511 12.777 0.08
H 9.303 -9.065 11.966 0.08
H 8.415 -8.845 13.455 0.08
H 6.882 -8.891 11.488 0.13
H 7.757 -7.614 10.743 0.10
H 4.221 -3.947 11.835 0.10
H 3.151 -4.941 12.858 0.10
H 3.482 -5.339 11.160 0.07
C 9.992 -10.679 5.770 -0.07
C 9.468 -12.045 5.352 -0.18
O 8.025 -12.131 5.319 -0.01
C 7.431 -11.497 4.308 -0.61
O 7.982 -10.927 3.412 0.14
O 6.094 -11.605 4.344 0.01
C 5.450 -12.144 5.483 -0.05
H 9.534 -9.864 5.220 0.08
H 11.060 -10.712 5.534 0.09
H 9.940 -10.548 6.848 0.06
H 9.752 -12.799 6.080 0.12
H 9.863 -12.257 4.360 0.12
H 4.381 -12.029 5.344 0.10
H 5.799 -11.705 6.414 0.07
H 5.667 -13.217 5.579 0.09
C 2.081 -4.448 8.809 -0.06
C 2.870 -3.940 7.604 -0.17
O 4.108 -3.342 8.003 0.06
C 5.133 -4.114 8.305 -0.58
O 5.163 -5.323 8.249 0.05
O 6.140 -3.348 8.680 0.04
C 7.328 -4.014 9.093 -0.02
H 1.072 -4.668 8.463 0.07
H 2.142 -3.762 9.649 0.09
H 2.513 -5.405 9.116 0.06
H 2.322 -3.143 7.109 0.13
H 3.058 -4.755 6.907 0.10
H 7.113 -4.832 9.786 0.08
H 7.954 -3.292 9.605 0.10
H 7.844 -4.468 8.248 0.10
C 1.014 -6.587 6.519 -0.06
C 2.205 -7.149 5.776 -0.18
O 2.534 -8.468 6.226 0.07
C 2.942 -8.609 7.465 -0.60
O 3.269 -7.704 8.208 0.04
O 2.914 -9.900 7.753 0.03
C 3.342 -10.320 9.046 -0.02
H 0.188 -7.298 6.512 0.09
H 0.706 -5.619 6.129 0.09
H 1.261 -6.468 7.578 0.05
H 3.104 -6.535 5.800 0.12
H 1.921 -7.305 4.737 0.13
H 2.913 -9.706 9.836 0.10
H 4.424 -10.304 9.120 0.08
H 3.016 -11.349 9.174 0.10
C 11.086 -6.518 7.011 -0.04
C 11.651 -7.554 7.984 -0.30
O 12.888 -7.048 8.354 0.14
C 13.241 -5.999 7.547 -0.55
O 14.304 -5.490 7.556 0.19
O 12.203 -5.652 6.768 0.08
F 11.875 -8.756 7.348 0.05
H 10.333 -5.897 7.496 0.13
H 10.733 -6.922 6.069 0.14
H 11.002 -7.748 8.833 0.15
```

Entry 4:
The following is a quantum chemistry calculation of a molecular structure, C22H39GeN2O3S3SbSeTi at a distorted geometry, from the Open Molecules 2025 dataset.

Geometry as XYZ:
```
73
Properties=species:S:1:pos:R:3:lowdin_charge:R:1
Ti -0.903 0.770 0.562 0.25
C 3.317 0.656 -0.594 -0.05
C 2.056 1.185 -1.283 -0.65
C 1.749 0.254 -2.445 -0.04
C 2.270 2.595 -1.824 -0.04
O 0.958 1.253 -0.312 -0.42
Ge 1.586 2.196 1.329 1.05
O 1.475 0.505 2.050 -0.39
C 2.002 0.138 3.330 -0.70
C 1.155 0.751 4.438 -0.03
C 1.951 -1.384 3.394 -0.04
C 3.453 0.604 3.449 -0.05
O -0.341 2.427 1.535 -0.48
C -0.967 3.646 2.059 -0.65
C -2.125 3.225 2.950 -0.03
C -1.405 4.510 0.888 -0.03
C 0.058 4.403 2.897 -0.07
H 4.105 0.523 -1.336 0.09
H 3.708 1.339 0.163 0.05
H 3.112 -0.303 -0.118 0.09
H 2.642 0.189 -3.068 0.10
H 1.508 -0.753 -2.110 0.08
H 0.952 0.638 -3.075 0.03
H 3.055 2.593 -2.581 0.09
H 1.347 2.957 -2.280 0.09
H 2.565 3.288 -1.034 0.06
H 0.113 0.449 4.336 0.06
H 1.519 0.438 5.418 0.09
H 1.203 1.842 4.398 0.06
H 0.930 -1.746 3.278 0.05
H 2.561 -1.811 2.596 0.08
H 2.339 -1.736 4.351 0.09
H 3.519 1.695 3.464 0.07
H 3.907 0.232 4.368 0.09
H 4.032 0.232 2.602 0.08
H -2.889 2.697 2.384 0.03
H -1.767 2.573 3.749 0.09
H -2.581 4.110 3.398 0.10
H -2.158 4.012 0.281 0.03
H -1.827 5.444 1.265 0.10
H -0.549 4.751 0.254 0.09
H 0.473 3.769 3.682 0.07
H 0.875 4.795 2.291 0.06
H -0.439 5.246 3.377 0.10
S -4.391 -2.079 0.204 -0.21
Sb -3.846 -0.368 1.513 0.40
S -1.403 -0.667 2.120 0.14
S -2.835 1.441 -0.065 0.14
C -1.176 -3.019 -4.744 -0.09
N -2.316 -3.593 -4.052 -0.26
C -3.491 -3.578 -4.902 -0.10
C -2.594 -2.898 -2.801 -0.19
C -1.473 -3.088 -1.810 -0.17
C -1.150 -4.390 -1.433 -0.02
C -0.141 -4.660 -0.528 -0.06
C 0.583 -3.615 0.035 -0.06
C 0.283 -2.315 -0.318 -0.07
C -0.734 -2.062 -1.234 -0.21
H -0.966 -3.596 -5.645 0.09
H -0.292 -3.056 -4.107 0.08
H -1.348 -1.970 -5.039 0.07
H -3.290 -4.135 -5.818 0.08
H -3.795 -2.556 -5.182 0.09
H -4.327 -4.053 -4.388 0.09
H -3.501 -3.318 -2.363 0.09
H -2.813 -1.835 -2.967 0.10
H -1.716 -5.197 -1.881 0.12
H 0.079 -5.683 -0.254 0.11
H 1.367 -3.809 0.754 0.11
H 0.827 -1.487 0.125 0.08
Se -1.784 1.092 -3.692 0.82
C -1.307 -0.014 -2.477 -0.82
N -0.993 -0.686 -1.533 0.04
```

Values from the calculation:
Energy relative to the best compared isomer or geometry (same formula, charge and spin) = 14.8 kcal per mole

Entry 5:
The following is a quantum chemistry calculation of 2 unconnected molecules or ions with the total composition C22H39N2O4, from the Open Molecules 2025 dataset.

Geometry as XYZ:
```
67
Properties=species:S:1:pos:R:3:lowdin_charge:R:1
C 5.008 -0.298 1.823 -0.09
O 3.903 -1.189 1.808 -0.19
C 3.342 -1.417 0.522 -0.23
C 2.195 -0.443 0.214 -0.17
C 2.507 0.674 -0.806 -0.21
C 2.744 2.048 -0.180 -0.19
C 1.507 2.720 0.455 -0.18
C 0.160 2.195 -0.055 -0.22
C -1.009 2.960 0.558 -0.16
C -2.343 2.728 -0.192 -0.10
C -2.479 1.370 -0.810 -0.16
C -2.530 1.245 -2.188 0.08
C -2.584 0.004 -2.799 -0.07
C -2.563 -0.145 -4.298 -0.47
O -1.713 -0.795 -4.825 0.19
O -3.592 0.405 -4.970 0.15
C -2.608 -1.133 -1.997 0.06
C -2.578 -0.972 -0.644 0.02
N -2.523 0.244 -0.059 0.03
C -2.477 0.251 1.426 -0.09
C -3.613 0.989 2.125 -0.17
C -5.012 0.657 1.603 -0.19
C -6.051 1.671 2.085 -0.27
N -5.934 3.018 1.528 0.01
H 5.049 0.309 0.919 0.08
H 4.920 0.350 2.694 0.09
H 5.939 -0.862 1.906 0.09
H 4.121 -1.389 -0.239 0.10
H 2.940 -2.428 0.572 0.11
H 1.900 -0.001 1.168 0.11
H 1.337 -1.019 -0.145 0.10
H 1.733 0.715 -1.572 0.10
H 3.414 0.395 -1.346 0.11
H 3.510 1.946 0.588 0.10
H 3.133 2.707 -0.957 0.11
H 1.528 2.559 1.535 0.12
H 1.529 3.795 0.279 0.11
H 0.143 2.262 -1.145 0.12
H 0.094 1.145 0.240 0.09
H -0.803 4.028 0.538 0.12
H -1.129 2.649 1.596 0.11
H -3.204 2.940 0.438 0.10
H -2.380 3.440 -1.015 0.13
H -2.480 2.153 -2.773 0.14
H -3.876 1.247 -4.593 0.12
H -2.635 -2.114 -2.445 0.15
H -2.594 -1.828 0.011 0.15
H -1.505 0.627 1.738 0.12
H -2.512 -0.793 1.725 0.13
H -3.559 0.660 3.164 0.13
H -3.432 2.062 2.156 0.09
H -5.299 -0.301 2.042 0.12
H -5.048 0.581 0.514 0.11
H -5.974 1.758 3.169 0.12
H -7.049 1.299 1.858 0.11
H -5.359 3.637 2.077 0.06
H -5.641 3.021 0.561 0.06
C 4.043 -5.619 -1.121 -0.02
C 5.141 -4.642 -0.778 -0.50
O 5.136 -3.509 -1.200 0.06
C 6.245 -5.149 0.116 -0.02
H 3.314 -5.138 -1.768 0.08
H 4.461 -6.487 -1.632 0.09
H 3.551 -5.963 -0.209 0.08
H 6.743 -6.000 -0.350 0.09
H 5.832 -5.474 1.072 0.09
H 6.970 -4.357 0.287 0.08
```

Values from the calculation:
Energy relative to the best compared isomer or geometry (same formula, charge and spin) = 71.1 kcal per mole
Charge = +1

Entry 6:
The following is a quantum chemistry calculation of 7 unconnected molecules or ions with the total composition C22H39O8 at a distorted geometry, from the Open Molecules 2025 dataset.

Geometry as XYZ:
```
69
Properties=species:S:1:pos:R:3:lowdin_charge:R:1
C -1.264 0.049 3.256 0.00
C -2.636 -0.322 3.123 -0.08
C -4.297 -0.372 2.938 -0.13
C -4.950 1.130 3.001 -0.46
O -4.110 2.199 2.988 -0.19
O -6.399 1.448 3.023 -0.32
H -0.202 0.568 3.088 0.04
H -4.739 -1.135 3.722 0.11
H -4.457 -0.785 1.830 0.12
C -2.022 4.778 -1.140 -0.03
C -2.695 3.455 -0.891 -0.45
O -2.084 2.395 -1.015 0.02
C -4.145 3.479 -0.486 -0.02
H -0.979 4.607 -1.426 0.04
H -2.526 5.303 -1.956 0.08
H -2.042 5.382 -0.230 0.09
H -4.743 3.946 -1.272 0.08
H -4.258 4.025 0.454 0.09
H -4.498 2.452 -0.340 0.09
C -0.012 0.783 -1.071 -0.04
C 0.569 -0.588 -0.849 -0.47
O -0.099 -1.491 -0.347 0.04
C 1.998 -0.811 -1.264 -0.03
H -1.051 0.798 -0.724 0.06
H 0.557 1.524 -0.503 0.09
H 0.004 1.026 -2.136 0.09
H 2.657 -0.142 -0.706 0.09
H 2.104 -0.640 -2.339 0.08
H 2.282 -1.846 -1.045 0.08
C 4.792 -3.433 -3.067 -0.03
C 4.874 -1.979 -3.447 -0.50
O 5.021 -1.104 -2.596 0.04
C 4.769 -1.637 -4.910 -0.03
H 4.883 -3.530 -1.980 0.09
H 3.828 -3.844 -3.375 0.07
H 5.609 -3.987 -3.537 0.08
H 3.803 -1.968 -5.300 0.09
H 5.585 -2.111 -5.461 0.08
H 4.844 -0.552 -5.035 0.08
C -0.167 -4.492 -0.636 -0.03
C 0.566 -5.248 -1.711 -0.48
O 1.703 -4.927 -2.054 0.03
C -0.145 -6.411 -2.350 -0.03
H 0.467 -3.679 -0.266 0.06
H -1.084 -4.060 -1.045 0.09
H -0.400 -5.161 0.197 0.09
H -1.061 -6.065 -2.835 0.08
H -0.376 -7.165 -1.594 0.08
H 0.505 -6.861 -3.108 0.08
C 1.743 5.096 -3.215 -0.02
C 1.625 5.897 -1.946 -0.47
O 0.669 5.752 -1.186 0.04
C 2.722 6.881 -1.642 -0.03
H 0.881 4.427 -3.304 0.08
H 1.755 5.767 -4.078 0.08
H 2.654 4.492 -3.190 0.09
H 2.778 7.632 -2.434 0.08
H 3.676 6.357 -1.547 0.09
H 2.504 7.387 -0.695 0.08
C -0.427 -1.697 6.511 -0.03
C -1.816 -2.273 6.443 -0.49
O -2.453 -2.282 5.390 0.04
C -2.396 -2.838 7.712 -0.04
H -0.139 -1.326 5.521 0.06
H -0.405 -0.862 7.216 0.08
H 0.282 -2.471 6.815 0.08
H -2.461 -2.055 8.471 0.08
H -1.774 -3.663 8.069 0.08
H -3.403 -3.219 7.513 0.08
```

Values from the calculation:
Charge = -1

Table of LUMO energy (eV), in record order: -4.649, 0.369, -0.046, -0.506, -4.366, 2.078
Table of gap between HOMO and LUMO (eV), in record order: 8.19, 10.73, 10.54, 7.24, 6.93, 5.85